Entry 1:
179
Properties=species:S:1:pos:R:3:forces:R:3 method="wB97M-V/def2-TZVPD" charge=+1 gap_ev=4.293 energy_ha=-25153.0580 homo_energy_ev=-10.0
C -7.6372 -3.3701 4.1936 0.2 -2.4 1.8
C -6.5981 -3.3664 5.2606 -0.1 -0.1 -1.9
O -5.4680 -3.7136 5.1458 0.0 0.1 0.9
N -7.0321 -2.7392 6.5752 -0.4 -0.6 0.9
H -6.4671 -1.9417 6.8731 0.5 0.0 -0.5
H -7.9675 -2.3479 6.4624 -0.2 -0.1 -0.1
C -6.9977 -3.7672 7.6988 -0.1 0.9 0.4
H -7.2761 -4.0726 3.4435 0.2 0.5 -0.3
H -7.6853 -2.3463 3.8052 -0.6 -0.5 0.5
H -8.5982 -3.7986 4.4822 -0.2 0.4 0.5
H -7.6331 -4.6331 7.5342 -0.1 0.2 -0.5
H -7.3572 -3.2107 8.5627 0.0 -0.3 0.2
H -5.9712 -4.0771 7.8713 0.0 0.1 -0.2
C -4.9696 7.2679 -1.9465 1.5 -0.9 -0.4
C -4.4517 6.9140 -3.3304 -1.7 0.2 0.6
O -5.1163 6.4112 -4.1717 0.7 0.0 -0.1
N -3.0333 7.3182 -3.8034 -0.3 -1.1 -0.3
H -3.2805 7.3505 -4.7930 0.6 0.7 -0.3
H -2.7100 8.1937 -3.4027 -0.1 0.2 -0.2
C -1.9561 6.2858 -3.6391 0.9 -0.8 1.2
H -5.1876 8.3281 -1.8339 0.0 0.0 -0.1
H -4.2082 6.9571 -1.2262 -0.1 0.2 0.3
H -5.8286 6.6178 -1.8018 -0.2 0.3 0.1
H -1.0021 6.5505 -4.0928 -0.4 0.5 -0.4
H -2.2379 5.2957 -3.9923 -0.5 0.3 -0.3
H -1.7278 6.1831 -2.5776 -0.3 0.1 0.1
C 1.8166 1.3915 -8.4335 0.1 0.3 0.0
C 3.1505 1.8460 -7.9038 -1.9 0.9 1.0
O 3.3290 2.2792 -6.8090 0.5 -0.5 -1.0
N 4.3447 1.8892 -8.8457 1.9 0.5 -0.1
H 4.1344 1.7261 -9.8293 -0.3 -1.1 0.1
H 4.7757 2.8106 -8.9429 -0.7 0.6 0.8
C 5.5054 1.0665 -8.2814 -0.2 -1.0 -1.1
H 1.6843 1.1920 -9.4959 0.6 -0.3 0.0
H 1.1125 2.2074 -8.2486 0.0 0.0 0.4
H 1.4908 0.5513 -7.8158 -0.1 -0.1 -0.1
H 6.4357 1.4097 -8.7284 -0.1 0.2 0.0
H 5.3090 0.0513 -8.6213 0.1 -0.1 0.4
H 5.5495 1.0984 -7.1970 -0.4 0.3 -0.1
C -0.6843 -4.6246 5.4891 -0.4 -0.4 0.5
N 0.3195 -5.6219 5.0719 0.0 -0.9 -1.5
C 1.1020 -6.1907 5.9860 -0.4 0.3 0.6
C 2.0626 -7.1215 5.6659 0.8 0.3 0.4
C 2.2597 -7.5334 4.3406 -1.3 0.2 1.0
C 1.2998 -7.0522 3.4602 0.9 -0.3 -1.3
C 0.3899 -6.0714 3.8020 0.0 0.8 0.4
C 3.3556 -8.4650 3.9822 1.6 -0.1 0.3
C 4.6236 -8.3485 4.5971 0.0 -0.7 0.5
C 5.6926 -9.1956 4.2759 -1.4 1.0 -1.1
N 5.5213 -10.0724 3.2752 -0.4 -0.2 0.3
C 4.3324 -10.2291 2.6421 1.7 0.6 0.3
C 3.2797 -9.4503 2.9991 -1.5 0.3 -0.8
C 6.6301 -10.9184 2.8305 -0.3 -0.3 -0.2
H -1.4793 -5.1782 5.9919 0.0 0.0 0.0
H -1.1382 -4.1319 4.6331 0.5 0.3 0.0
H -0.2163 -3.9828 6.2316 -0.1 0.5 -0.4
H 0.8258 -5.8119 6.9617 0.8 -0.4 0.4
H 2.7338 -7.4275 6.4568 -0.2 -0.2 0.1
H 1.3862 -7.3314 2.4174 -0.4 0.2 -0.1
H -0.2106 -5.5248 3.0923 -0.3 -0.2 -0.5
H 4.8079 -7.6673 5.4160 -0.1 0.3 -0.2
H 6.7019 -9.0220 4.6180 -0.1 -0.3 0.4
H 4.4353 -10.8541 1.7672 -0.7 -0.3 0.1
H 2.3853 -9.5883 2.4038 -0.2 0.1 0.2
H 6.2240 -11.9023 2.6020 0.1 0.0 0.1
H 7.3130 -11.0065 3.6702 0.4 0.1 -0.5
H 6.9888 -10.4998 1.8911 0.6 0.0 0.3
C 9.4132 7.0830 0.7569 1.6 -1.5 0.1
N 8.1674 6.4279 1.1802 -0.2 1.5 -0.5
C 7.3174 6.9741 2.0643 -1.2 -1.8 0.9
C 6.1397 6.2684 2.3542 0.3 -1.0 -0.1
C 5.7842 5.0681 1.6665 1.8 2.0 -0.7
C 6.6937 4.6339 0.6810 -0.7 0.3 0.5
C 7.8558 5.3509 0.4553 -1.3 -0.8 -0.2
C 4.4694 4.4746 1.8467 -2.2 -0.7 1.5
C 4.0957 3.9399 3.0939 0.1 -0.4 0.5
C 2.8798 3.2859 3.2900 -0.2 0.7 -0.7
N 1.9992 3.2519 2.2720 0.0 0.4 0.7
C 2.2776 3.8741 1.1358 -1.0 -0.6 -1.3
C 3.4572 4.5028 0.8802 2.7 -0.5 -0.3
C 0.6372 2.6501 2.4584 0.1 1.1 0.1
H 9.9551 7.6602 1.5020 -0.9 0.7 0.1
H 9.3440 7.4866 -0.2495 -0.2 0.5 0.3
H 10.0824 6.2205 0.7042 0.2 0.2 -0.4
H 7.5788 7.8481 2.6408 0.3 0.1 -0.3
H 5.5261 6.5296 3.2051 -0.1 0.6 -0.2
H 6.4155 3.7681 0.0965 0.3 0.0 -0.3
H 8.4709 5.1419 -0.4073 0.3 -0.2 0.3
H 4.7743 4.0071 3.9336 0.0 -0.2 0.0
H 2.4641 2.8445 4.1872 0.6 0.0 0.3
H 1.5325 3.7570 0.3575 -0.1 0.3 0.0
H 3.7754 4.7745 -0.1179 -0.9 0.5 -0.1
H 0.6499 1.6275 2.0986 -0.2 0.1 0.1
H -0.0628 3.3096 1.9449 0.0 -0.4 -0.4
H 0.3615 2.7671 3.5031 0.3 -0.6 0.1
C 1.0644 1.8784 -4.5363 -0.7 0.9 -0.6
N 0.3170 1.3269 -3.3896 0.1 0.8 1.2
C 0.7207 0.2050 -2.7974 -0.1 -0.6 -1.1
C -0.0124 -0.3817 -1.7973 0.3 -0.2 0.3
C -1.1974 0.1971 -1.3541 0.6 -0.1 0.2
C -1.5564 1.4133 -1.9166 -0.3 0.0 0.4
C -0.7627 1.9789 -2.8784 0.1 -0.1 -0.9
C -1.8811 -0.4290 -0.1938 -0.9 -0.1 0.2
C -1.1104 -0.7341 0.9080 0.1 -1.6 0.6
C -1.6298 -1.5723 1.8888 0.6 1.2 -0.1
N -2.9008 -1.9152 1.8591 -1.7 -0.5 0.4
C -3.7513 -1.4731 0.9151 0.4 0.1 -1.4
C -3.2566 -0.7816 -0.1753 1.2 0.6 -0.1
C -3.5148 -2.8044 2.8776 0.6 1.1 0.8
H 0.2437 2.1944 -5.1721 0.3 -0.1 -0.7
H 1.7268 1.1670 -5.0221 -0.5 -0.3 0.3
H 1.6434 2.7813 -4.3470 -0.1 -0.1 0.8
H 1.5481 -0.2672 -3.3041 0.2 -0.2 0.3
H 0.3788 -1.2913 -1.3634 -0.2 -0.1 -0.1
H -2.4249 1.9295 -1.5313 0.0 0.2 -0.2
H -0.9969 2.9436 -3.3021 0.1 -0.1 -0.2
H -0.0365 -0.6258 0.9590 0.0 0.5 -0.2
H -1.0350 -1.8653 2.7394 0.0 -0.2 -0.1
H -4.7771 -1.8018 0.9926 0.0 0.1 -0.1
H -3.8092 -0.5301 -1.0720 -0.6 -0.2 0.3
H -4.4115 -2.3111 3.2489 -0.2 -0.2 -0.5
H -2.8649 -2.7242 3.7494 0.2 -0.6 -0.1
H -3.6866 -3.8072 2.5003 0.2 0.1 -0.1
As 3.3767 -1.6455 -5.5834 -2.3 -0.7 -0.9
F 1.6948 -0.9506 -5.6802 1.7 0.2 0.3
F 2.6273 -3.0772 -6.2476 0.8 0.2 0.7
F 4.9622 -2.3991 -5.5821 -0.8 0.4 0.2
F 4.1012 -0.1442 -5.0530 -0.3 -0.2 -0.1
F 2.9663 -2.0582 -3.9214 0.8 0.1 -0.7
F 3.5757 -1.1168 -7.2727 0.5 0.3 0.4
As -5.9714 -1.9288 -3.2972 0.0 1.2 -0.9
F -5.4784 -3.3654 -4.1631 -0.2 0.4 0.6
F -7.6429 -2.2703 -3.7292 0.7 0.1 0.2
F -6.4691 -0.4637 -2.4802 0.2 -0.1 0.2
F -4.2504 -1.6270 -2.8932 -0.7 -0.2 0.1
F -5.7429 -0.9075 -4.7052 -0.1 -0.8 0.3
F -6.1716 -2.7144 -1.7525 0.2 -0.5 -0.2
As -6.9237 0.0786 2.9684 0.8 3.0 -1.4
F -6.2945 0.2402 1.3468 -0.3 -0.4 0.9
F -7.2844 -1.6348 2.6729 0.5 1.9 -1.9
F -7.5940 -0.1533 4.5818 0.5 -0.6 0.2
F -6.5776 1.7622 3.3440 0.2 -1.4 0.1
F -8.4967 0.6302 2.4413 0.5 -1.0 0.2
F -5.2660 -0.4356 3.4839 -1.5 0.2 0.1
As -0.5500 -0.0163 5.4290 -1.1 1.2 -0.9
F 0.2857 -1.4063 4.7116 -0.2 -0.1 0.8
F -0.5056 -0.7067 7.0498 0.0 0.1 -1.1
F -1.4045 1.4408 6.0020 1.0 -1.4 -0.4
F -0.5292 0.6181 3.7490 -0.2 -0.2 1.2
F -2.1006 -0.7618 5.0490 0.8 0.0 0.5
F 1.0064 0.7438 5.6855 -0.3 -0.1 0.1
As 2.3915 5.8037 -3.1943 -0.7 0.0 -1.9
F 3.9284 6.6878 -3.2027 -0.8 -0.9 0.5
F 1.5667 7.3834 -3.2216 0.5 -1.2 0.3
F 0.8071 5.0001 -3.3383 0.8 0.3 0.7
F 3.2406 4.2256 -3.1551 -0.5 1.2 0.3
F 2.2632 5.7137 -1.4411 0.3 0.3 -0.5
F 2.3846 5.7304 -4.9574 0.4 0.3 1.0
As -2.2570 2.0373 -7.1328 -1.5 -1.8 0.5
F -0.9316 0.9574 -6.6556 -0.3 0.8 0.3
F -1.3685 3.4677 -6.6270 0.4 -0.4 -0.3
F -3.5204 3.0738 -7.7134 0.4 0.0 0.0
F -3.2379 0.6358 -7.4741 0.6 0.6 -0.2
F -2.9925 2.0013 -5.4862 1.1 0.3 -1.0
F -1.5151 1.9464 -8.7457 -0.2 0.7 0.7
As -0.4245 -4.6227 -0.0260 -1.3 0.3 -1.3
F -1.5687 -4.4852 1.3683 0.7 -0.4 -0.1
F -1.5589 -5.7179 -0.7848 0.8 0.4 0.7
F 0.6301 -4.7903 -1.4419 -0.5 0.4 1.7
F 0.6334 -3.5698 0.9123 0.1 -0.1 -0.6
F 0.3833 -5.9334 0.8106 0.1 -0.5 0.1
F -1.2350 -3.2493 -0.7132 0.6 -0.4 0.1
As -3.1894 4.0658 0.7503 -0.6 1.1 1.5
F -4.0443 3.0963 -0.3982 0.5 0.0 0.3
F -1.8560 2.9079 0.8275 -0.5 0.2 0.1
F -2.3710 5.1728 1.8743 0.3 -0.7 -0.6
F -4.4731 5.2414 0.6927 0.3 0.2 -0.7
F -4.0232 3.3970 2.1677 1.1 -0.2 -1.4
F -2.2678 4.8800 -0.5842 -0.8 -0.5 0.6

Entry 2:
28
Properties=species:S:1:pos:R:3:forces:R:3 method="wB97M-V/def2-TZVPD" de_lowest_ev=2.909 charge=+1 gap_ev=8.661 energy_ha=-536.5263 homo_energy_ev=-11.1
C -0.4119 -1.8305 -1.8805 -1.3 1.7 0.1
C -1.9671 -1.4716 -1.6398 2.3 -3.1 -1.8
C 0.0551 -0.5078 0.2246 -1.2 1.0 0.5
C -2.2676 -0.6104 0.4725 2.9 2.2 -1.1
C 2.6630 2.1435 1.4187 1.2 -2.0 -2.7
C 2.1300 1.0084 0.4954 1.1 -1.8 4.3
C 0.6080 0.8711 0.5819 0.2 -0.1 -1.7
N -2.5062 -0.8104 1.7400 -0.8 -0.4 1.7
N 0.3740 -0.6479 -1.2773 -0.8 -0.2 1.2
O -2.3015 -1.6088 -0.3335 -1.9 -3.0 1.0
O -0.0036 1.7966 -0.4355 -1.5 -5.6 0.1
H -0.0659 -2.8305 -1.4260 -0.6 1.8 -0.6
H -0.2035 -1.7421 -2.9616 -0.2 -0.6 0.4
H -2.1567 -0.5045 -1.9556 -0.3 2.1 -1.0
H -2.5709 -2.1973 -2.2318 0.4 0.6 0.4
H 0.4149 -1.3620 0.8938 -0.2 1.1 -1.3
H -2.4835 0.4068 0.0533 0.2 -0.9 0.6
H 2.8972 2.9687 0.8289 0.0 1.9 -0.7
H 3.5996 1.7888 1.7630 1.0 -0.1 0.6
H 2.0641 2.3281 2.2141 -1.9 0.8 2.4
H 2.6033 0.0495 1.1202 -1.4 1.8 -2.2
H 2.6083 1.1467 -0.4515 -0.1 -0.5 -0.8
H 0.2875 1.1742 1.5719 -0.2 0.0 0.2
H -2.7749 0.0123 2.2273 -0.2 0.3 0.6
H -2.4627 -1.6741 2.2958 0.1 0.5 -1.0
H 1.3228 -0.9317 -1.3709 1.4 0.2 -0.3
H 0.2597 0.4076 -1.6258 -0.2 -2.5 0.4
H 0.2884 2.6272 -0.3118 1.7 4.6 0.7

Entry 3:
13
Properties=species:S:1:pos:R:3:forces:R:3 method="wB97M-V/def2-TZVPD" de_lowest_ev=1.508 charge=0 smiles=CC[C@H]1CO1 gap_ev=11.384 energy_ha=-232.3902 homo_energy_ev=-10.2
C 1.5841 -0.4154 -0.6504 0.0 -0.1 -0.4
C 0.3018 0.4241 -0.6112 -0.1 0.2 -0.2
C -0.8353 -0.2395 0.1026 0.2 -0.1 -0.1
C -1.3600 0.2724 1.3615 0.1 0.0 0.4
O -2.0303 0.5241 0.1323 -0.3 0.1 0.0
H 2.5158 0.1332 -0.4626 -0.4 0.0 -0.1
H 1.5959 -1.3160 -0.0211 -0.2 0.3 0.0
H 1.5466 -0.7318 -1.6874 0.9 -0.6 0.0
H -0.0298 0.4966 -1.6541 -0.1 0.3 0.2
H 0.4381 1.4580 -0.2759 0.0 -0.3 0.2
H -0.9726 -1.2991 -0.1368 0.0 0.2 0.1
H -1.8921 -0.3885 2.0418 0.1 0.1 0.0
H -0.8591 1.1299 1.8119 -0.2 -0.1 0.0